[1]
{"formula": "C7H9NOS", "method": "wB97M-V/def2-TZVPD", "species": ["S", "O", "N", "C", "C", "C", "C", "C", "C", "C", "H", "H", "H", "H", "H", "H", "H", "H", "H"], "positions_angstrom": [[3.360, -0.933, 0.446], [0.309, 2.778, -0.256], [1.958, 1.314, 0.171], [-2.077, 0.708, 0.881], [0.679, 1.620, -0.110], [-1.518, 0.205, -0.418], [0.790, -0.616, -0.301], [2.057, -0.035, 0.164], [-0.081, 0.414, -0.347], [0.609, -2.079, -0.509], [-0.141, -2.503, 0.101], [-1.567, 1.523, 1.161], [1.503, -2.768, -0.614], [-3.125, 0.767, 0.882], [0.165, -2.353, -1.529], [-1.637, -0.860, -0.627], [-1.789, 0.053, 1.793], [-2.119, 0.723, -1.307], [2.624, 2.042, 0.421]], "smiles": "CCC1=C(C)C(=S)NC1=O", "e_above_lowest_kj_mol": 0.00, "homo_lumo_gap_ev": 7.9, "multiplicity": 1, "lumo_energy_ha": -0.0387, "charge": 0, "homo_energy_ev": -8.96}

=====

[2]
{"formula": "C3N4", "method": "wB97M-V/def2-TZVPD", "species": ["N", "N", "N", "N", "C", "C", "C"], "positions_angstrom": [[0.654, 1.964, 0.082], [-0.683, -1.538, -2.089], [1.090, -0.556, 2.034], [-0.937, -0.046, -0.131], [0.603, 0.039, 1.168], [-0.707, -0.839, -1.157], [-0.021, 0.976, 0.093]], "homo_lumo_gap_ev": [7.8, 8.7], "multiplicity": 1, "lumo_energy_ha": [-0.1388, -0.1065], "charge": 0, "homo_energy_ev": [-11.57, -11.56]}

=====

[3]
{"formula": "C4H2N2", "method": "wB97M-V/def2-TZVPD", "species": ["N", "N", "C", "C", "C", "C", "H", "H"], "positions_angstrom": [[0.959, -0.452, 0.380], [-2.673, 0.327, 0.566], [2.115, 0.013, 0.097], [-0.093, -0.831, 0.699], [3.307, 0.124, -0.049], [-3.482, 0.189, -0.225], [-4.272, -0.025, -1.042], [4.140, 0.654, -0.426]], "e_above_lowest_kj_mol": 332.09, "homo_lumo_gap_ev": 11.1, "multiplicity": 1, "lumo_energy_ha": 0.0211, "charge": 0, "homo_energy_ev": -10.52}

=====

[4]
{"formula": "C12H24MgNO5P", "method": "wB97M-V/def2-TZVPD", "species": ["P", "Mg", "O", "O", "O", "O", "O", "N", "C", "C", "C", "C", "C", "C", "C", "C", "C", "C", "C", "C", "H", "H", "H", "H", "H", "H", "H", "H", "H", "H", "H", "H", "H", "H", "H", "H", "H", "H", "H", "H", "H", "H", "H", "H"], "positions_angstrom": [[-0.008, -2.964, -0.573], [0.226, -0.774, 0.862], [0.136, 1.066, -0.205], [2.010, -0.933, 1.564], [-3.495, -0.353, 2.330], [3.421, -0.262, 3.177], [-1.717, -0.862, 1.060], [0.004, 0.541, 2.610], [-2.306, -0.333, 2.084], [-0.955, -2.788, -2.133], [-1.097, -4.032, 0.442], [-1.361, -4.082, -2.833], [2.312, -0.383, 2.699], [1.093, 0.125, 3.504], [-0.630, -4.190, 1.886], [0.265, 1.865, 2.038], [-1.372, 0.373, 3.094], [2.565, -3.987, -0.023], [1.427, -4.004, -1.043], [-0.421, 2.052, 0.705], [-1.363, -0.232, 4.001], [-0.347, -2.167, -2.797], [1.778, -3.613, -2.004], [-1.355, -4.769, 2.460], [-1.194, -5.007, -0.041], [-1.880, -3.869, -3.769], [-2.076, -3.547, 0.425], [-1.836, -2.193, -1.878], [-0.373, 1.079, -1.022], [0.329, -4.702, 1.957], [1.083, -5.024, -1.234], [-1.822, 1.332, 3.365], [-2.035, -4.675, -2.215], [-1.499, 1.900, 0.775], [-0.496, -4.700, -3.073], [1.342, 1.968, 1.893], [3.430, -4.529, -0.408], [-0.057, 2.664, 2.719], [2.873, -2.970, 0.221], [2.271, -4.463, 0.912], [1.409, 0.920, 4.183], [-0.532, -3.221, 2.381], [-0.216, 3.048, 0.312], [0.736, -0.711, 4.110]], "homo_lumo_gap_ev": 9.1, "multiplicity": 1, "lumo_energy_ha": 0.0001, "charge": 0, "homo_energy_ev": -9.09}